1.
This record from the Open Molecules 2025 dataset describes a cluster of 3 separate species, C50H61NO9P in total in a non-equilibrium geometry. The level of theory is ωB97M-V with the def2-TZVPD basis set.

Structure (XYZ):
```
122
Properties=species:S:1:pos:R:3:forces:R:3:mulliken_spin:R:1
C 8.26089 -2.67043 6.00645 -0.3 -0.6 -0.3 0.00
C 8.46179 -3.89169 5.02439 0.7 1.2 1.6 0.00
O 7.30712 -4.71365 5.15717 0.2 0.4 -1.4 0.00
C 6.88273 -5.26513 3.91838 -0.5 -1.2 -0.5 0.00
C 5.32732 -5.51305 3.88799 -0.2 0.1 0.3 0.00
C 4.58265 -4.96610 5.15130 -0.1 0.6 0.0 0.00
C 4.42455 -3.38254 5.02807 -0.1 -1.6 0.4 0.03
C 2.99284 -3.10560 4.45036 1.2 0.2 0.0 -0.03
C 2.83046 -1.72220 3.73190 -1.2 -0.1 -0.6 0.01
C 1.48910 -1.81896 2.87574 0.4 1.2 0.2 0.00
C 0.22554 -2.13921 3.75262 -0.6 -1.1 -0.3 0.00
P -1.10530 -0.84249 3.62732 0.5 4.6 -0.2 0.00
O -0.54743 0.52178 3.25825 -0.8 -2.8 0.6 0.00
O -2.30112 -1.18586 2.49453 1.6 -1.0 2.3 0.00
C -2.57556 -2.59184 2.36023 -1.7 -1.3 -0.9 0.00
C -4.08822 -2.82646 2.00426 0.0 0.3 0.0 0.00
O -1.75875 -0.63673 5.17304 0.3 -1.5 -2.1 0.00
C -2.56931 -1.76663 5.56542 -0.3 -0.2 0.8 0.00
C -2.92914 -1.75292 7.08452 -0.4 -0.4 -0.5 0.00
C 3.97939 -1.45285 2.68419 -0.7 0.0 0.6 0.00
C 5.02749 -0.36079 3.11477 1.5 -1.2 -2.7 0.05
C 4.65493 0.97029 2.35586 -0.9 -0.2 0.5 0.02
C 6.42232 -0.83053 2.50636 0.0 -0.5 0.1 0.02
N 5.19867 -0.21154 4.57253 -1.1 3.1 -0.6 0.25
O 6.04560 0.74381 4.85383 0.6 -1.4 -0.1 0.61
C 3.94122 0.13732 5.29318 -1.9 -0.9 2.3 0.01
C 3.68489 1.67727 5.48871 0.6 0.1 0.3 0.01
C 4.10219 -0.46114 6.76813 0.3 0.9 -0.1 0.02
C 2.62856 -0.49425 4.69521 0.2 -0.6 -0.2 0.01
H 7.69349 -1.85020 5.50659 0.5 -0.5 0.4 0.01
H 9.23029 -2.31164 6.41414 -0.6 -0.1 -0.4 0.00
H 7.63978 -3.03842 6.85942 0.5 0.3 -0.6 0.00
H 8.64404 -3.51934 3.99233 -0.3 -0.4 0.5 0.00
H 9.38312 -4.42148 5.38155 -0.7 0.0 -0.5 0.00
H 7.38187 -6.25840 3.75362 -0.2 0.8 0.1 0.00
H 7.14999 -4.64287 3.03021 0.0 -0.1 0.8 0.00
H 4.91569 -4.96296 3.00665 0.2 -0.5 0.5 0.00
H 5.12638 -6.59635 3.71028 0.1 0.8 0.3 0.00
H 3.54269 -5.37361 5.22740 0.9 0.0 -0.2 0.00
H 5.09558 -5.22873 6.10746 -0.2 0.1 -0.9 0.00
H 4.57716 -2.98492 6.05154 -0.2 0.1 -0.8 0.00
H 5.25507 -3.03259 4.37759 -0.6 0.1 0.4 -0.02
H 2.26225 -3.26235 5.28154 0.4 0.3 -0.6 0.00
H 2.78260 -3.92936 3.71524 0.2 0.8 0.4 0.00
H 1.62600 -2.52176 2.01997 -0.2 0.2 0.8 0.00
H 1.37021 -0.80485 2.41441 -0.1 -0.8 0.3 0.00
H 0.45139 -2.24261 4.84293 -0.1 0.4 -0.9 0.00
H -0.14370 -3.15273 3.44935 0.1 0.9 0.3 0.00
H -1.98250 -3.02069 1.52107 -0.1 0.4 0.6 0.00
H -2.36982 -3.19911 3.26755 0.1 0.6 -0.4 0.00
H -4.35496 -2.37944 1.01555 0.3 -0.3 0.8 0.00
H -4.32483 -3.91688 1.96205 0.4 0.8 0.0 0.00
H -4.77743 -2.38350 2.75811 0.6 -0.2 -0.4 0.00
H -3.51710 -1.71660 4.97239 0.7 -0.4 0.4 0.00
H -1.99009 -2.70398 5.34796 -0.7 0.6 0.1 0.00
H -3.62231 -0.91649 7.33044 0.8 -0.4 -0.1 0.00
H -2.04322 -1.77787 7.75281 -0.5 0.3 -0.5 0.00
H -3.50255 -2.69497 7.27969 0.4 0.7 -0.1 0.00
H 4.44565 -2.43848 2.43643 -0.2 0.9 0.2 0.00
H 3.48940 -1.06421 1.75535 0.5 -0.4 0.6 0.00
H 5.20631 1.85413 2.73726 -0.2 -0.7 -0.4 0.00
H 3.55544 1.15360 2.47294 0.8 0.1 0.0 0.00
H 4.82058 0.80571 1.26423 0.0 0.2 0.9 0.00
H 6.47264 -1.94739 2.41291 -0.1 0.9 0.3 0.00
H 7.28522 -0.53281 3.13728 -0.6 0.1 -0.4 0.00
H 6.55220 -0.44799 1.46555 0.0 -0.1 0.9 0.00
H 4.00364 2.31356 4.63852 -0.4 -0.5 0.4 0.01
H 4.27051 2.01952 6.37460 -0.4 -0.1 -0.7 0.00
H 2.60264 1.84140 5.71528 0.8 -0.2 -0.3 0.00
H 3.73183 0.28543 7.51272 0.1 -0.6 -0.6 0.00
H 5.19425 -0.57471 6.96592 -0.8 -0.2 0.0 0.00
H 3.52435 -1.39476 6.91857 0.6 0.5 -0.1 0.00
H 2.00497 0.27538 4.18245 0.6 -0.5 0.2 0.00
H 2.01032 -0.85322 5.55845 0.4 0.5 -0.6 0.00
C -7.35614 -0.53971 -6.50121 0.1 0.1 0.1 0.00
C -7.56203 0.83467 -6.58281 0.1 0.0 0.1 0.00
C -6.88416 1.69161 -5.72796 -0.1 0.0 -0.1 0.00
C -6.00503 1.17565 -4.77902 -0.1 -0.2 -0.1 0.00
C -5.81618 -0.20400 -4.68179 -0.1 0.1 -0.2 0.00
C -6.48607 -1.05923 -5.55302 -0.1 0.0 -0.1 0.00
C -4.91953 -0.77140 -3.64549 0.1 -0.7 0.0 0.00
O -4.75110 -1.97403 -3.56227 0.0 0.2 0.0 0.00
C -4.23836 0.15321 -2.70756 0.1 0.1 0.2 0.00
C -3.43722 -0.36506 -1.69292 0.1 0.1 0.2 0.00
C -2.78436 0.49101 -0.81685 0.0 -0.1 -0.1 0.00
C -2.92150 1.86928 -0.95622 -0.1 0.0 -0.1 0.00
C -3.72276 2.39082 -1.96203 0.1 -0.1 0.2 0.00
C -4.39090 1.53441 -2.83469 0.1 -0.1 0.2 0.00
C -5.27196 2.10161 -3.88314 -0.1 0.6 -0.1 0.00
O -5.39668 3.30654 -4.00478 0.1 -0.1 0.0 0.00
H -7.87944 -1.20690 -7.17552 0.0 0.0 0.0 0.00
H -8.25019 1.23779 -7.31563 0.1 0.0 0.0 0.00
H -7.04279 2.76016 -5.79866 0.1 0.0 0.1 0.00
H -6.33231 -2.12903 -5.48944 0.1 0.1 0.1 0.00
H -3.32531 -1.43665 -1.58287 -0.1 0.0 -0.2 0.00
H -2.16739 0.08380 -0.02415 0.0 0.1 0.0 0.00
H -2.40574 2.53628 -0.27613 0.0 0.0 0.0 0.00
H -3.83084 3.46322 -2.06417 -0.1 -0.1 -0.1 0.00
C -2.18765 6.63921 -6.27671 -0.1 -0.1 -0.1 0.00
C -3.28863 5.94226 -5.78587 0.0 0.0 -0.1 0.00
C -4.12437 5.25979 -6.65763 0.0 0.0 0.2 0.00
C -3.86938 5.28053 -8.02610 0.1 0.1 0.1 0.00
C -2.77927 5.99884 -8.52072 0.0 0.0 0.2 0.00
C -1.93281 6.66887 -7.64074 0.0 0.0 0.2 0.00
C -2.52241 6.07068 -9.97943 0.6 0.4 -0.2 0.00
O -1.57063 6.69290 -10.41189 -0.1 -0.1 0.0 0.00
C -3.45284 5.37646 -10.90292 -0.2 -0.1 -0.2 0.00
C -3.25956 5.48034 -12.27841 -0.1 -0.1 -0.2 0.00
C -4.11628 4.82420 -13.15095 0.0 0.0 0.2 0.00
C -5.16419 4.05413 -12.65380 0.1 0.0 0.1 0.00
C -5.36413 3.95194 -11.28469 0.0 0.0 -0.2 0.00
C -4.51502 4.62027 -10.40570 0.0 0.0 -0.2 0.00
C -4.75969 4.53209 -8.94558 -0.5 -0.4 0.3 0.00
O -5.67839 3.86168 -8.51072 0.1 0.1 -0.1 0.00
H -1.53052 7.16443 -5.59405 0.0 0.0 0.0 0.00
H -3.49391 5.92940 -4.72230 0.0 0.0 0.0 0.00
H -4.97621 4.71453 -6.26987 0.0 0.0 -0.1 0.00
H -1.07878 7.21625 -8.01913 -0.1 -0.1 -0.1 0.00
H -2.44395 6.07552 -12.66937 0.0 0.0 0.2 0.00
H -3.96699 4.91062 -14.22044 0.0 0.0 0.0 0.00
H -5.82800 3.53669 -13.33590 0.0 0.0 0.0 0.00
H -6.18290 3.35603 -10.90170 0.1 0.1 0.1 0.00
```
Forces are in eV/Å.

* net charge: 0
* 2S+1: 2
* orbital gap (spin up / spin down): 8.0 / 8.7 eV

=====

2.
This record from the Open Molecules 2025 dataset describes a cluster of 2 separate species, C4H12 in total in a non-equilibrium geometry. The level of theory is ωB97M-V with the def2-TZVPD basis set.

Structure (XYZ):
```
16
Properties=species:S:1:pos:R:3:forces:R:3:nbo_charge:R:1
C 1.12365 1.46588 0.94667 -1.7 1.0 -2.1 -0.60
C -0.42625 1.72119 0.92672 1.1 0.6 1.7 -0.62
H 1.55448 1.69497 1.88814 0.3 -0.2 1.0 0.20
H 1.43633 0.51489 0.54731 0.1 -0.3 0.1 0.20
H 1.47109 2.25152 0.26058 0.5 -0.3 0.1 0.20
H -0.89842 1.94435 -0.02662 0.2 -0.5 -0.1 0.21
H -0.98894 1.07784 1.58868 -0.3 -0.9 -0.5 0.20
H -0.51013 2.62005 1.53018 -0.2 0.7 -0.2 0.20
C 0.37333 -1.76967 -0.82672 1.9 -0.1 0.5 -0.62
C -1.05214 -1.44355 -1.08788 -1.4 -0.1 -1.8 -0.63
H 0.60676 -2.77563 -1.12998 -0.2 -0.7 0.0 0.21
H 1.16592 -1.21922 -1.38301 -0.9 0.3 0.3 0.21
H 0.66729 -1.73498 0.22424 -0.1 0.2 0.0 0.21
H -1.77123 -1.51962 -0.32169 -0.2 -0.3 1.9 0.21
H -1.49211 -2.22125 -1.75717 0.4 1.0 -0.3 0.21
H -1.27532 -0.42226 -1.42586 0.4 -0.3 -0.5 0.21
```
Forces are in eV/Å.

* net charge: 0
* SMILES: CC.CC
* 2S+1: 1
* energy above the lowest of the compared OMol25 structures with the same formula, charge and spin: 71.90 kJ/mol
* orbital gap: 12.6 eV

=====

Repeat the second record exactly.
This record from the Open Molecules 2025 dataset describes a cluster of 2 separate species, C4H12 in total in a non-equilibrium geometry. The level of theory is ωB97M-V with the def2-TZVPD basis set.

Structure (XYZ):
```
16
Properties=species:S:1:pos:R:3:forces:R:3:nbo_charge:R:1
C 1.12365 1.46588 0.94667 -1.7 1.0 -2.1 -0.60
C -0.42625 1.72119 0.92672 1.1 0.6 1.7 -0.62
H 1.55448 1.69497 1.88814 0.3 -0.2 1.0 0.20
H 1.43633 0.51489 0.54731 0.1 -0.3 0.1 0.20
H 1.47109 2.25152 0.26058 0.5 -0.3 0.1 0.20
H -0.89842 1.94435 -0.02662 0.2 -0.5 -0.1 0.21
H -0.98894 1.07784 1.58868 -0.3 -0.9 -0.5 0.20
H -0.51013 2.62005 1.53018 -0.2 0.7 -0.2 0.20
C 0.37333 -1.76967 -0.82672 1.9 -0.1 0.5 -0.62
C -1.05214 -1.44355 -1.08788 -1.4 -0.1 -1.8 -0.63
H 0.60676 -2.77563 -1.12998 -0.2 -0.7 0.0 0.21
H 1.16592 -1.21922 -1.38301 -0.9 0.3 0.3 0.21
H 0.66729 -1.73498 0.22424 -0.1 0.2 0.0 0.21
H -1.77123 -1.51962 -0.32169 -0.2 -0.3 1.9 0.21
H -1.49211 -2.22125 -1.75717 0.4 1.0 -0.3 0.21
H -1.27532 -0.42226 -1.42586 0.4 -0.3 -0.5 0.21
```
Forces are in eV/Å.

* net charge: 0
* SMILES: CC.CC
* 2S+1: 1
* energy above the lowest of the compared OMol25 structures with the same formula, charge and spin: 71.90 kJ/mol
* orbital gap: 12.6 eV

=====

Please write out number 2 again, unchanged.
This record from the Open Molecules 2025 dataset describes a cluster of 2 separate species, C4H12 in total in a non-equilibrium geometry. The level of theory is ωB97M-V with the def2-TZVPD basis set.

Structure (XYZ):
```
16
Properties=species:S:1:pos:R:3:forces:R:3:nbo_charge:R:1
C 1.12365 1.46588 0.94667 -1.7 1.0 -2.1 -0.60
C -0.42625 1.72119 0.92672 1.1 0.6 1.7 -0.62
H 1.55448 1.69497 1.88814 0.3 -0.2 1.0 0.20
H 1.43633 0.51489 0.54731 0.1 -0.3 0.1 0.20
H 1.47109 2.25152 0.26058 0.5 -0.3 0.1 0.20
H -0.89842 1.94435 -0.02662 0.2 -0.5 -0.1 0.21
H -0.98894 1.07784 1.58868 -0.3 -0.9 -0.5 0.20
H -0.51013 2.62005 1.53018 -0.2 0.7 -0.2 0.20
C 0.37333 -1.76967 -0.82672 1.9 -0.1 0.5 -0.62
C -1.05214 -1.44355 -1.08788 -1.4 -0.1 -1.8 -0.63
H 0.60676 -2.77563 -1.12998 -0.2 -0.7 0.0 0.21
H 1.16592 -1.21922 -1.38301 -0.9 0.3 0.3 0.21
H 0.66729 -1.73498 0.22424 -0.1 0.2 0.0 0.21
H -1.77123 -1.51962 -0.32169 -0.2 -0.3 1.9 0.21
H -1.49211 -2.22125 -1.75717 0.4 1.0 -0.3 0.21
H -1.27532 -0.42226 -1.42586 0.4 -0.3 -0.5 0.21
```
Forces are in eV/Å.

* net charge: 0
* SMILES: CC.CC
* 2S+1: 1
* energy above the lowest of the compared OMol25 structures with the same formula, charge and spin: 71.90 kJ/mol
* orbital gap: 12.6 eV

=====

Q: Look up the net charge of the first one.
A: 0